{
  "formula": "C16H24NO2",
  "method": "ωB97M-V/def2-TZVPD",
  "symbols": ["H", "H", "H", "H", "H", "H", "H", "C", "H", "H", "H", "C", "H", "C", "H", "H", "C", "H", "C", "O", "H", "H", "H", "C", "H", "C", "H", "C", "H", "H", "C", "H", "H", "C", "C", "C", "C", "H", "N", "C", "C", "C", "O"],
  "xyz": [[-0.3693, 2.6222, -0.3875], [3.8358, 0.3877, 2.8579], [-4.0926, -0.8802, -3.5190], [1.6251, -0.8900, -1.1640], [2.5801, 0.6131, -1.1352], [4.8311, -1.8472, 2.6845], [1.9251, -0.0070, -2.6645], [-0.7386, 0.4544, -1.9568], [1.2841, 2.2346, 0.0847], [-3.3115, -1.6629, 0.7171], [5.0264, -1.6912, 0.9213], [-1.9393, 1.2382, -1.9390], [-2.0096, -2.2544, -3.6536], [-0.8121, -0.8226, -2.6025], [-3.6402, -0.2386, 2.9921], [-0.7315, 1.2038, 2.1857], [4.9884, -1.1378, 1.8653], [4.1378, 0.7044, 1.1250], [-2.2785, -1.6291, 1.0885], [2.6554, -0.6942, 1.5294], [-2.8437, 1.3300, 2.6334], [-3.9340, 0.5678, 1.4338], [-4.0198, 1.3697, -2.4361], [0.5871, 2.2472, -0.7614], [0.0882, -1.4403, -2.6651], [1.6232, 0.1759, 1.6824], [0.3448, -1.3964, 0.8722], [-3.1755, 0.3772, 2.2067], [0.9637, 2.9824, -1.4959], [-1.9214, 2.2402, -1.5046], [0.3429, -0.3771, 1.2494], [-2.1699, -2.4079, 1.8637], [5.9626, -0.6660, 2.0182], [-1.9967, -1.2802, -3.1632], [0.4687, 0.8957, -1.3592], [-0.7955, 0.2171, 1.7088], [3.9155, -0.0777, 1.8672], [-1.5984, -1.8428, 0.2567], [-2.0348, -0.3017, 1.6220], [-3.1592, -0.5036, -3.0987], [-3.1201, 0.7542, -2.4859], [1.7136, 0.1196, -1.5895], [1.7926, 1.3135, 2.1160]],
  "forces_ev_per_a": [[0.229, -0.036, -0.122], [-0.019, -0.042, -0.365], [0.274, 0.128, 0.091], [0.106, 0.286, -0.125], [-0.254, -0.157, -0.038], [0.014, 0.058, -0.186], [-0.235, 0.153, 0.265], [-1.320, -0.568, -0.298], [0.025, -0.002, -0.182], [0.300, -0.037, 0.046], [-0.053, 0.108, 0.126], [0.400, -0.229, 0.106], [-0.045, 0.299, 0.145], [0.007, 0.322, 0.084], [0.195, 0.203, -0.166], [0.061, -0.427, -0.139], [0.081, -0.257, 0.073], [-0.157, -0.132, 0.260], [-0.197, -0.198, -0.071], [-0.545, 0.725, 0.061], [-0.190, -0.245, -0.052], [0.151, 0.006, 0.201], [0.278, -0.201, -0.076], [-0.264, 0.087, 0.535], [-0.440, 0.165, 0.031], [0.328, 0.690, 0.127], [0.012, 0.203, 0.112], [-0.229, 0.153, 0.063], [0.022, -0.432, 0.024], [-0.112, -0.424, -0.131], [0.399, -0.313, 0.152], [0.052, 0.278, -0.248], [-0.105, -0.025, -0.010], [0.323, -0.073, 0.048], [0.171, 0.442, -0.541], [-0.791, -0.106, -0.041], [0.613, -0.031, 0.101], [-0.212, 0.028, 0.195], [0.596, 0.360, -0.042], [0.252, 0.136, 0.242], [0.047, 0.161, 0.036], [0.618, -0.142, 0.216], [-0.389, -0.914, -0.506]],
  "lowdin_charge": [0.086, 0.130, 0.125, 0.103, 0.102, 0.084, 0.123, -0.178, 0.088, 0.097, 0.080, 0.021, 0.122, 0.010, 0.103, 0.151, -0.067, 0.126, -0.033, -0.018, 0.096, 0.092, 0.121, -0.005, 0.122, -0.521, 0.112, -0.039, 0.136, 0.118, -0.030, 0.113, 0.085, -0.042, -0.151, -0.070, -0.231, 0.076, -0.206, -0.019, -0.045, -0.018, 0.054],
  "de_lowest_kj_mol": 159.2,
  "charge": 1,
  "largest_force_ev_per_a": 1.5,
  "homo_lumo_gap_ha": 0.218,
  "energy_ha": -829.03740
}